Below is a structure of composition C14H22F5N4O4PS2TaTe, with properties calculated with ωB97M-V/def2-TZVPD.

The geometry in XYZ format:
```
54
Properties=species:S:1:pos:R:3
Ta -0.824 -0.003 0.844
C 5.460 2.814 -1.564
C 4.608 3.107 -0.362
O 3.653 1.987 -0.210
P 2.480 2.024 0.805
S 1.738 0.148 0.697
S 1.149 3.524 0.319
O 3.136 2.433 2.148
C 2.486 2.665 3.454
C 2.456 4.141 3.738
H 6.181 3.622 -1.689
H 4.855 2.751 -2.467
H 6.009 1.884 -1.433
H 4.023 4.020 -0.484
H 5.182 3.160 0.560
H 3.113 2.124 4.157
H 1.497 2.212 3.432
H 3.461 4.561 3.721
H 2.030 4.303 4.727
H 1.833 4.676 3.019
C -4.161 -1.464 0.570
C -3.345 -1.153 -0.630
O -2.143 -0.764 -0.517
C -3.877 -1.283 -1.966
C -3.099 -0.888 -3.067
C -3.610 -0.990 -4.343
C -4.895 -1.488 -4.535
C -5.676 -1.883 -3.454
C -5.173 -1.780 -2.173
H -3.614 -1.306 1.492
H -4.487 -2.504 0.515
H -5.060 -0.845 0.565
H -2.106 -0.493 -2.906
H -3.017 -0.681 -5.193
H -5.294 -1.567 -5.537
H -6.673 -2.267 -3.617
H -5.786 -2.086 -1.337
N 2.869 -3.917 -0.340
C 1.804 -4.715 -0.252
N 1.930 -6.018 -0.448
N 0.571 -4.266 0.026
C 0.304 -3.042 0.198
N 0.030 -1.926 0.410
H 3.787 -4.282 -0.533
H 2.792 -2.934 -0.139
H 2.815 -6.459 -0.629
H 1.107 -6.594 -0.377
F -1.526 -1.000 2.268
Te -1.733 2.744 2.303
F -0.744 1.409 -0.440
F -2.757 2.116 3.697
F -0.676 3.705 3.508
F -2.619 1.068 1.207
O -0.463 1.397 2.260
```

Energy relative to the best compared isomer or geometry (same formula, charge and spin)   1.09 kcal/mol
HOMO energy (alpha / beta)   -14.7 / -14.7 eV
Kohn-Sham gap (alpha / beta)   8.22 / 6.04 eV
Net charge   +2
Spin multiplicity   2
Strongest force on any atom   0.451 eV/A